78
Properties=species:S:1:pos:R:3:lowdin_charge:R:1 method="wB97M-V/def2-TZVPD" total_charge=+3 e_tot_ha=-2734.24715 e_above_lowest_kj_mol=341.9 lumo_energy_ev="-12.1 / -12.1" orbital_gap_ev="4.24 / 4.23"
I -3.10881 0.85910 -0.31533 1.2904
Pd -0.30511 1.17210 -0.17933 0.8351
P -0.61651 -1.37370 -0.19353 1.1363
O 6.68849 1.11910 3.83757 0.1376
O 1.83779 1.25790 0.04357 -0.0967
O -0.57721 1.08980 -2.41243 -0.1138
O -0.11061 1.50870 2.01327 -0.0563
O 5.07479 0.92540 5.26557 0.1147
N 5.53819 1.07610 4.16617 -0.3643
N -0.67321 3.44060 -0.24883 0.0141
N -0.10131 3.15200 -3.22353 0.1179
C 1.38079 -2.43440 3.81627 -0.0178
C -0.71041 1.96520 -3.28793 -0.4716
C -6.26451 -2.07480 -0.10583 -0.0223
C 0.09859 4.20910 -1.02123 -0.2374
C 4.54949 1.18660 3.08247 -0.1081
C -0.03011 -2.36750 -2.75003 -0.0615
C -1.39651 3.98350 0.72437 -0.1438
C 2.20309 -2.43060 -3.64573 -0.0039
C 0.86559 1.49220 2.76587 -0.1268
C -5.68601 -3.32310 -0.11933 0.0285
C 1.36209 -2.62640 1.42007 -0.0682
C 4.97729 1.13640 1.74847 0.0608
C 0.47109 -1.80880 -1.57083 -0.3635
C 2.69669 -1.83730 -2.48973 -0.0252
C -1.53591 -3.89060 -0.26343 -0.0626
C -2.38961 -4.98630 -0.26773 -0.0099
C 0.20219 5.57780 -0.79323 0.0276
C -5.44871 -0.94990 -0.17473 -0.1323
C 1.83289 -1.49510 -1.46983 -0.0954
C 0.82069 3.53460 -2.17133 -0.0829
C -0.54251 6.15050 0.22557 0.0067
C -1.57281 1.74430 -4.49043 0.0468
C -2.01301 -2.58280 -0.25153 -0.2737
C -1.37181 5.34370 0.99097 -0.0015
C -4.07061 -1.07010 -0.22793 -0.5045
C -3.74871 -4.77760 -0.22083 0.0367
C -4.28351 -3.47320 -0.19163 -0.1312
C -3.41111 -2.32510 -0.22733 -0.1898
C 2.24399 1.36290 2.40487 -0.0990
C 0.21309 -1.83440 1.37137 -0.3403
C 2.64759 1.27880 1.01987 -0.3110
C -0.35751 -1.36110 2.55787 -0.1093
C 3.21799 1.30960 3.40947 0.0755
C 1.93349 -2.92640 2.64257 -0.0257
C 4.05139 1.18930 0.74577 0.0358
C 0.84139 -2.68350 -3.77453 -0.0264
C 0.22859 -1.66210 3.77317 -0.0476
H -5.89811 0.03300 -0.18513 0.1009
H -0.46861 -4.06700 -0.27293 0.1165
H 1.84279 -2.66120 4.76507 0.1289
H 0.68339 1.57870 3.84847 0.1758
H 1.78889 -3.03680 0.51817 0.1087
H 1.32189 2.62220 -1.80723 0.1065
H -2.01481 3.31840 1.31657 0.0828
H 1.57069 4.20610 -2.59253 0.1467
H -1.08751 -2.57070 -2.85073 0.1198
H -1.26281 -0.76250 2.52297 0.1077
H 2.87649 -2.67740 -4.45123 0.1295
H 6.03669 1.06640 1.53657 0.1442
H -1.98231 5.74790 1.78207 0.1280
H 0.85479 6.17790 -1.40853 0.1321
H -0.28651 3.82980 -3.95073 0.1750
H 2.80319 -3.56630 2.68007 0.1281
H -6.30341 -4.20800 -0.07163 0.1371
H 2.94339 1.36670 4.45207 0.1416
H -1.06251 2.06150 -5.39733 0.1088
H 0.46379 -3.13170 -4.68083 0.1262
H -1.84371 0.69610 -4.58073 0.0985
H 3.75249 -1.63410 -2.39543 0.1248
H 2.20779 -0.99840 -0.58493 0.0879
H -0.48381 7.21300 0.41277 0.1351
H -7.33541 -1.95030 -0.04553 0.1328
H 4.35229 1.15540 -0.29113 0.1288
H -4.43011 -5.61490 -0.20223 0.1385
H -1.98711 -5.98720 -0.29533 0.1317
H -2.48951 2.32850 -4.39843 0.1115
H -0.21321 -1.30590 4.69047 0.1255